The following is a DFT calculation (wB97M-V/def2-TZVPD) of a molecular structure, C26H31N3O2Pb at a distorted geometry.

Output
Strongest force on any atom = 2.92 eV Å⁻¹
HOMO-LUMO gap = 6.217 eV
Total charge = +2
LUMO energy = -7.88 eV

The geometry in XYZ format:
```
63
Properties=species:S:1:pos:R:3:nbo_charge:R:1
Pb 0.80726 -0.86763 -0.82107 1.620
C 2.35295 -1.00353 2.02965 -0.407
N 2.68327 -0.88475 0.61576 -0.588
C 3.42632 -2.06223 0.11396 -0.441
C 3.40024 0.36717 0.45758 0.121
C 4.80941 0.40526 0.63119 -0.215
C 5.51580 1.60327 0.54507 -0.153
C 4.80737 2.76056 0.13331 -0.197
C 3.48827 2.66599 -0.20216 -0.168
C 2.74072 1.52014 0.06540 0.035
N 1.32846 1.53135 0.05573 -0.491
C 0.62838 2.30620 0.74175 0.288
C 1.16597 3.02021 1.92035 -0.278
C 0.35430 3.23706 3.01396 -0.117
C -1.06147 2.93448 3.02074 -0.113
C -1.64915 2.53072 1.83996 -0.253
C -0.88843 2.37080 0.63115 0.391
N -1.47541 2.52929 -0.52145 -0.247
C -0.85683 2.33750 -1.87500 -0.401
C -2.91750 3.04598 -0.68766 -0.415
H 3.22140 -1.08573 2.60860 0.214
H 1.79415 -0.17819 2.37987 0.227
H 1.78740 -1.90523 2.18461 0.218
H 4.09729 -2.42954 0.81957 0.229
H 2.77580 -2.87110 -0.22477 0.219
H 3.98803 -1.81330 -0.82044 0.244
H 5.19642 -0.52811 0.92077 0.225
H 6.59253 1.62394 0.68469 0.252
H 5.43984 3.62207 -0.01051 0.251
H 3.02794 3.56579 -0.68032 0.236
H 2.25078 3.16384 1.98445 0.261
H 0.74097 3.51964 3.97634 0.248
H -1.57161 2.75981 3.98040 0.262
H -2.69252 2.20000 1.86492 0.286
H -0.47946 3.27172 -2.21719 0.245
H -0.10050 1.61816 -1.86685 0.204
H -1.73772 1.99103 -2.45558 0.242
H -2.91715 4.04546 -1.17643 0.250
H -3.46120 2.43194 -1.37948 0.242
H -3.40094 3.17576 0.22964 0.243
C -2.66441 -4.63536 -3.31379 -0.651
C -2.55398 -3.65812 -2.22106 0.035
C -1.76662 -3.88066 -1.07147 -0.236
C -1.49836 -2.86790 -0.11521 0.051
C -0.66360 -3.26252 1.08796 -0.651
C -2.14545 -1.65528 -0.30112 -0.277
C -3.06129 -1.45257 -1.31474 0.038
C -3.87769 -0.19966 -1.22839 -0.631
C -3.23917 -2.44818 -2.31602 -0.192
C -1.82781 -0.58922 0.70602 0.801
O -2.66788 0.07379 1.29648 -0.613
O -0.51283 -0.30847 0.85219 -0.968
H -1.70109 -5.00797 -3.63058 0.231
H -3.16856 -4.26761 -4.22909 0.236
H -3.26817 -5.43705 -3.09805 0.246
H -1.38717 -4.86875 -1.11877 0.228
H 0.40808 -2.91224 1.07341 0.169
H -0.52610 -4.39155 1.15748 0.256
H -1.04578 -2.91990 2.06281 0.251
H -3.17982 0.66773 -0.96035 0.184
H -4.60766 -0.29796 -0.40909 0.262
H -4.44419 -0.07086 -2.17238 0.230
H -3.81184 -2.13551 -3.24677 0.233
```